(1)
The following is a quantum chemistry calculation of a cluster of 11 separate species, C20H38Cl5N9O18 in total in a non-equilibrium geometry, from the OMol25 dataset.

CARTESIAN COORDINATES (ANGSTROEM)
Cl  3.81  1.71  -4.64
Cl  4.61  -3.93  -0.66
Cl  3.27  -1.96  -2.31
Cl  4.31  -1.19  0.22
Cl  6.13  -1.85  -1.93
O  -3.19  -2.94  -3.97
O  -1.21  2.63  -1.10
O  -0.92  3.27  4.51
O  -4.41  -4.69  -4.32
O  2.63  1.99  -5.43
O  -1.60  -0.30  3.00
O  3.60  2.21  -3.28
O  3.96  2.49  3.42
O  4.02  0.28  -4.58
O  -3.61  -0.12  3.74
O  5.93  1.98  -0.14
O  -0.89  -5.82  3.02
O  4.96  2.37  -5.19
O  3.27  0.49  3.01
O  0.59  -4.49  2.20
O  0.27  4.09  -0.57
O  0.48  2.54  3.05
O  5.40  3.82  -1.13
N  -0.60  2.97  3.37
N  -0.64  3.70  -1.25
N  1.78  1.14  -0.40
N  -4.03  -3.76  -3.64
N  -2.70  -0.75  3.26
N  0.25  -5.54  2.71
N  3.63  1.39  3.77
N  0.34  -0.44  -0.24
N  5.94  2.73  -1.11
C  2.77  2.17  -0.08
C  -4.27  1.37  -0.68
C  -2.92  -2.21  2.98
C  1.30  -6.58  2.90
C  6.66  2.30  -2.32
C  -6.42  -0.30  -1.11
C  1.15  0.34  0.45
C  1.37  0.85  -1.67
C  -4.70  1.10  -1.98
C  -1.00  4.52  -2.44
C  3.60  1.11  5.23
C  -4.87  0.73  0.39
C  -5.77  0.25  -2.22
C  0.44  -0.12  -1.57
C  -1.66  3.00  2.33
C  -5.94  -0.13  0.17
C  -4.62  -3.61  -2.29
C  -1.79  -1.65  -0.30
C  -0.40  -1.59  0.28
C  4.60  -2.25  -1.18
H  -3.62  -2.57  3.73
H  4.33  1.74  5.70
H  6.31  1.33  -2.65
H  -4.21  1.60  -2.81
H  0.17  -2.50  0.09
H  2.25  -6.08  3.04
H  -7.32  -0.87  -1.32
H  -3.82  -3.82  -1.58
H  2.60  1.40  5.56
H  3.73  1.70  0.11
H  -1.95  -2.68  3.00
H  1.24  0.43  1.52
H  -6.11  0.06  -3.22
H  -6.48  -0.62  0.97
H  7.72  2.30  -2.06
H  2.52  2.67  0.86
H  -1.35  5.49  -2.11
H  3.78  0.05  5.37
H  -1.80  -1.57  -1.39
H  6.50  3.03  -3.11
H  1.33  -7.16  1.98
H  -4.50  0.88  1.40
H  1.03  -7.20  3.75
H  -2.27  2.11  2.44
H  -2.23  -2.63  -0.09
H  2.86  2.87  -0.90
H  -0.09  -0.65  -2.34
H  -5.50  -4.22  -2.21
H  -3.34  1.89  -0.50
H  -0.39  -1.51  1.36
H  1.75  1.38  -2.53
H  -1.16  3.06  1.37
H  -0.10  4.58  -3.04
H  -3.43  -2.26  2.02
H  -1.78  3.99  -2.98
H  -4.89  -2.55  -2.24
H  -2.22  3.92  2.45
H  -2.47  -0.88  0.06

Summary:
* maximum force: 0.0248 Eh/bohr
* highest occupied orbital energy: -8.746 eV
* frontier orbital gap: 8.100 eV

***

(2)
The following is a quantum chemistry calculation of the ion C3H3N2O with charge +1 in a non-equilibrium geometry, from the OMol25 dataset.

CARTESIAN COORDINATES (ANGSTROEM)
O  -0.89  -0.79  -0.19
N  0.28  2.36  0.59
N  0.79  1.41  0.27
C  0.40  -0.83  -0.15
C  -1.89  -0.50  0.43
C  1.25  0.27  -0.09
H  2.15  0.31  -0.54
H  0.89  -1.89  -0.22
H  -2.98  -0.35  -0.09

Summary:
* net charge: +1
* maximum force: 0.1285 Eh/bohr
* highest occupied orbital energy (spin up / spin down): -13.550 / -13.540 eV
* frontier orbital gap (spin up / spin down): 7.095 / 7.080 eV

***

(3)
The following is a quantum chemistry calculation of a structure of composition C36H24BrCoF8GeN2OS, from the OMol25 dataset.

CARTESIAN COORDINATES (ANGSTROEM)
Br  3.69  1.87  2.86
Ge  -0.91  -0.96  -0.87
Co  1.32  0.89  1.39
S  0.99  -0.76  2.89
F  0.73  5.18  -1.31
F  1.52  2.69  -0.61
F  -3.75  3.84  -0.90
F  -0.67  -0.29  6.67
F  -1.93  5.77  -1.47
F  -0.56  -1.79  5.11
F  -2.48  -0.97  5.70
F  -2.96  1.38  -0.20
O  -0.24  0.71  -0.13
N  -0.08  1.51  2.60
N  3.12  0.65  0.47
C  -2.41  -3.94  1.62
C  -1.90  -0.34  -2.40
C  -2.51  -1.16  1.59
C  -1.53  4.55  -1.15
C  -3.94  -0.28  -3.69
C  -2.04  2.28  -0.53
C  1.42  -2.60  -0.31
C  -1.85  1.57  4.67
C  4.14  1.11  1.19
C  1.08  -2.13  -2.65
C  5.67  0.67  -0.55
C  -1.30  0.50  -3.33
C  -0.70  1.94  -0.49
C  -3.09  -3.26  2.62
C  4.82  -0.19  -2.77
C  2.51  -3.39  -0.63
C  -1.76  2.65  3.82
C  -1.78  -3.24  0.61
C  -0.18  4.25  -1.08
C  0.69  -1.96  -1.32
C  -1.82  -1.84  0.58
C  3.35  0.23  -0.78
C  -2.01  0.96  -4.43
C  0.21  2.96  -0.75
C  5.44  1.12  0.73
C  -3.23  -0.73  -2.58
C  -3.14  -1.87  2.60
C  2.88  -3.56  -1.95
C  2.17  -2.93  -2.96
C  -0.84  2.59  2.79
C  -1.18  -0.67  5.49
C  -2.46  3.56  -0.87
C  4.62  0.24  -1.35
C  -0.16  0.44  3.41
C  -3.33  0.56  -4.61
C  -1.06  0.45  4.48
H  -3.89  0.92  -5.46
H  -3.68  -1.34  3.37
H  3.73  -4.20  -2.20
H  -2.37  -5.02  1.63
H  -0.69  3.42  2.11
H  -2.55  -0.08  1.60
H  2.45  -3.08  -4.00
H  -1.25  -3.78  -0.16
H  -4.97  -0.59  -3.83
H  2.49  -0.09  -1.34
H  -3.71  -1.38  -1.86
H  -1.54  1.62  -5.15
H  -2.55  1.58  5.50
H  6.24  1.50  1.36
H  1.11  -2.49  0.72
H  3.06  -3.89  0.16
H  4.19  0.39  -3.45
H  0.51  -1.67  -3.45
H  -3.58  -3.80  3.41
H  5.86  -0.06  -3.08
H  -0.27  0.82  -3.20
H  6.68  0.68  -0.95
H  -2.37  3.53  3.95
H  4.56  -1.24  -2.90

Summary:
* net charge: +1
* 2S+1: 2
* maximum force: 0.0100 Eh/bohr
* highest occupied orbital energy (spin up / spin down): -11.030 / -11.011 eV
* frontier orbital gap (spin up / spin down): 7.552 / 8.098 eV

***

(4)
The following is a quantum chemistry calculation of an isolated molecule of C24H29N3O2, from the OMol25 dataset.

CARTESIAN COORDINATES (ANGSTROEM)
O  -0.22  -0.16  -1.15
O  4.28  0.23  -1.20
N  2.03  0.06  -1.12
N  -3.23  -0.57  0.01
N  -1.77  1.83  -0.42
C  3.09  2.09  -0.35
C  2.71  -2.23  -0.57
C  -3.16  -1.49  -1.10
C  -4.01  1.70  0.57
C  1.83  3.93  0.52
C  3.21  0.75  -0.92
C  -0.62  2.45  -0.23
C  2.16  -1.30  -1.62
C  4.23  4.04  0.47
C  0.64  1.90  -0.37
C  -2.95  -1.18  1.31
C  3.70  -3.97  1.37
C  0.76  0.55  -0.89
C  -1.48  -1.03  1.67
C  3.61  -3.22  -0.91
C  4.11  -4.09  0.05
C  2.31  -2.11  0.76
C  3.00  4.61  0.77
C  -3.05  2.46  -0.35
C  4.27  2.78  -0.08
C  -4.38  0.32  0.00
C  1.84  2.66  -0.07
C  -4.32  -2.48  -1.23
C  2.81  -2.98  1.72
H  -3.21  -2.24  1.31
H  2.83  -1.29  -2.49
H  -4.71  0.45  -1.03
H  3.94  -3.31  -1.94
H  -0.71  3.49  0.06
H  4.09  -4.64  2.12
H  5.15  4.58  0.67
H  0.90  4.40  0.78
H  -3.55  1.58  1.55
H  1.16  -1.62  -1.92
H  -5.26  -1.96  -1.38
H  -2.93  3.48  0.01
H  5.20  2.30  -0.33
H  -1.74  0.82  -0.62
H  -1.22  0.02  1.83
H  -4.15  -3.14  -2.08
H  1.61  -1.34  1.04
H  -3.49  2.50  -1.36
H  -1.25  -1.59  2.58
H  -2.22  -2.03  -1.01
H  -0.86  -1.41  0.86
H  -3.56  -0.69  2.08
H  -4.92  2.29  0.68
H  -4.41  -3.10  -0.34
H  -5.23  -0.09  0.58
H  4.81  -4.86  -0.24
H  -3.10  -0.89  -2.02
H  2.49  -2.87  2.75
H  2.96  5.59  1.22

Summary:
* structure (SMILES): CCN(CC)CCCN/C=C1\C(=O)N(Cc2ccccc2)C(=O)c2ccccc21
* maximum force: 0.0106 Eh/bohr
* highest occupied orbital energy: -7.640 eV
* frontier orbital gap: 8.146 eV

***

| no. | E (Ha) |
| --- | --- |
| 1 | -4932.0283 |
| 2 | -300.3369 |
| 3 | -8801.6628 |
| 4 | -1246.7379 |